Density functional theory data (the ωB97M-V functional and the def2-TZVPD basis) for a cluster of 6 separate species, C20H54N2O8 in total.

Summary:
**SMILES string**: COCCNCCOC.COCCNCCOC.CCO.CCO.CCO.CCO
**HOMO-LUMO gap**: 8.86 eV
**Molar mass**: 450.66 g/mol
**Net charge**: 0
**E**: -1505.697522 hartree

Each line ends with the Löwdin charge.
CARTESIAN COORDINATES (ANGSTROEM)
C  -3.821  3.696  -0.811  -0.0711
C  -3.048  3.334  0.439  -0.3199
O  -3.361  1.994  0.824  -0.0854
H  -4.816  4.021  -0.508  0.0769
H  -3.903  2.888  -1.530  0.0480
H  -3.342  4.540  -1.311  0.0789
H  -3.421  3.979  1.242  0.1108
H  -1.971  3.461  0.306  0.0842
H  -2.710  1.696  1.473  0.0514
C  0.926  2.959  3.477  -0.0866
C  -0.534  2.943  3.079  -0.3025
O  -1.069  1.619  3.091  -0.0923
H  1.154  2.609  4.489  0.0782
H  1.316  3.981  3.440  0.0789
H  1.534  2.327  2.827  0.0585
H  -0.654  3.262  2.046  0.0882
H  -1.109  3.604  3.736  0.1153
H  -0.860  1.185  3.923  0.0851
C  3.011  0.233  -3.566  -0.0899
C  3.153  -1.238  -3.192  -0.3257
O  4.436  -1.551  -2.664  -0.0795
H  3.469  0.867  -2.804  0.0721
H  1.964  0.530  -3.615  0.0626
H  3.455  0.424  -4.544  0.0689
H  2.902  -1.840  -4.074  0.1095
H  2.380  -1.509  -2.471  0.1015
H  5.046  -1.409  -3.394  0.0811
C  -0.275  1.337  -0.904  -0.0690
C  -0.914  -0.006  -1.055  -0.2966
O  -0.943  -0.329  -2.455  -0.1064
H  -0.146  1.662  0.131  0.0660
H  -0.798  2.113  -1.456  0.0623
H  0.744  1.267  -1.293  0.0673
H  -1.949  0.032  -0.682  0.0825
H  -0.417  -0.821  -0.522  0.1079
H  -1.629  -1.001  -2.588  0.0447
C  1.465  -1.074  2.597  -0.0917
O  1.754  -1.214  1.222  -0.1724
C  2.876  -0.526  0.741  -0.2239
C  4.203  -1.258  0.834  -0.1878
N  4.637  -1.588  2.194  -0.0489
C  5.546  -0.630  2.771  -0.2222
C  5.542  -0.657  4.301  -0.2097
O  4.245  -0.975  4.777  -0.2153
C  4.267  -1.553  6.052  -0.1175
H  0.532  -1.617  2.766  0.0942
H  1.371  -0.028  2.898  0.0719
H  2.159  -1.588  3.275  0.0684
H  2.947  0.500  1.132  0.1229
H  2.682  -0.402  -0.331  0.1043
H  4.945  -0.574  0.408  0.1164
H  4.229  -2.155  0.216  0.1123
H  3.836  -1.675  2.800  0.0539
H  5.358  0.409  2.436  0.1127
H  6.579  -0.809  2.443  0.1170
H  5.791  0.360  4.640  0.1222
H  6.316  -1.318  4.702  0.1190
H  3.239  -1.696  6.389  0.0868
H  4.770  -0.905  6.779  0.0893
H  4.721  -2.552  6.034  0.0942
C  -2.541  2.486  -4.149  -0.1074
O  -3.742  1.827  -4.494  -0.1778
C  -3.679  0.443  -4.243  -0.2342
C  -4.146  0.096  -2.848  -0.1927
N  -3.751  -1.283  -2.517  -0.0664
C  -4.220  -1.682  -1.206  -0.2152
C  -3.765  -3.085  -0.888  -0.2325
O  -4.425  -3.978  -1.764  -0.1940
C  -3.867  -5.274  -1.715  -0.1118
H  -1.715  2.183  -4.804  0.0941
H  -2.217  2.220  -3.134  0.0566
H  -2.732  3.554  -4.200  0.0892
H  -2.669  0.053  -4.410  0.1138
H  -4.333  -0.038  -4.978  0.1269
H  -5.244  0.189  -2.844  0.1286
H  -3.758  0.803  -2.116  0.0973
H  -4.155  -1.899  -3.217  0.1213
H  -5.314  -1.601  -1.109  0.1289
H  -3.764  -1.030  -0.454  0.1112
H  -3.893  -3.359  0.163  0.1264
H  -2.687  -3.121  -1.136  0.1237
H  -3.946  -5.695  -0.703  0.0876
H  -2.809  -5.240  -2.000  0.0888
H  -4.434  -5.907  -2.390  0.0853